A structure of composition C9H33N16O11Ti at a distorted geometry, computed with the ωB97M-V functional and the def2-TZVPD basis.

CARTESIAN COORDINATES (ANGSTROEM)
H 11.12640 -2.40653 -21.79036
H 10.26763 -0.37842 -20.97149
H 10.30396 -3.17375 -25.69907
H 12.17355 -5.47138 -29.66013
H 12.56560 -2.07390 -23.57191
C 12.39280 -3.86809 -21.79373
N 14.09097 1.40415 -21.67370
O 11.06841 -4.78231 -26.87823
H 15.79043 0.82328 -23.46942
O 12.14838 -4.21161 -22.94702
C 16.97089 2.41718 -23.32049
H 17.47333 0.48842 -23.83753
N 13.93361 -0.64108 -20.61855
N 11.80174 -0.60330 -30.13811
H 12.05054 3.73378 -24.03503
Ti 15.21744 -0.61310 -27.01182
H 19.03331 2.18107 -23.73281
O 12.90764 -1.19332 -23.28666
H 13.21445 -3.26708 -26.96130
O 10.94375 2.65360 -21.57012
N 13.23273 -4.62419 -21.03791
O 10.59043 3.66572 -26.03346
H 8.46222 -0.29846 -25.42155
O 14.04645 0.08411 -24.77493
C 9.35400 -1.85568 -24.45751
N 11.82098 -2.82758 -21.18427
H 9.43107 0.90187 -19.55868
C 11.97544 -4.76283 -27.70187
H 11.51322 -6.54702 -28.45187
H 11.52438 0.72014 -25.48603
H 13.41552 -4.34907 -20.08942
N 9.84564 1.77780 -19.82468
H 10.43554 -3.41223 -23.94695
O 13.27358 -1.84038 -25.41746
N 11.99123 -5.69823 -28.69920
H 12.29894 -1.04994 -27.09390
H 13.62067 -5.45107 -21.45234
C 13.43052 -0.97530 -24.53222
H 13.86832 -4.32071 -28.18386
C 12.57147 -0.64187 -29.03084
H 13.63965 0.95060 -22.44386
H 10.13159 1.23228 -26.41934
H 10.90907 -1.37720 -28.20989
N 10.46781 0.42150 -21.54026
H 11.79946 -2.52531 -20.22777
N 11.79668 -0.98411 -27.97230
N 11.90276 2.80423 -24.38899
H 10.18378 2.54439 -19.27255
H 14.41947 -1.22398 -19.95825
N 16.76355 1.09243 -23.46952
H 12.29006 -0.36491 -30.98900
H 10.96035 0.23964 -22.39563
C 11.07949 2.69437 -25.45973
N 10.79688 1.38741 -25.67849
O 15.20511 1.01005 -19.72073
H 12.52971 2.04182 -24.20652
H 10.82085 -0.77888 -30.22859
N 18.24660 2.79155 -23.63474
O 16.07723 3.19416 -23.00634
N 13.10869 -4.05228 -27.58396
O 9.18589 -1.54610 -23.27330
C 10.42197 1.67520 -21.04950
N 9.97882 -3.02524 -24.75513
H 13.61941 -0.94135 -21.54301
H 18.26591 3.75857 -23.91589
N 8.72283 -1.26668 -25.50205
O 13.73598 -0.21076 -28.98486
H 9.06362 -1.68733 -26.35061
C 14.46588 0.62556 -20.61936
H 14.69250 2.19297 -21.88460

Computed properties:
HOMO-LUMO gap (alpha / beta), eV: 6.69 / 7.89
DFT total energy, Ha: -2916.1910
Net charge: 0
HOMO (alpha / beta), eV: -7.3543 / -8.6717
Multiplicity: 4
ΔE to the lowest compared entry with this formula, charge and spin, kJ/mol: 0.0

Löwdin atomic charge list, values in e, 4 entries:
1 H 0.081
2 H 0.078
3 H 0.053
4 H 0.092


A structure of composition C9H34AgN2O8V at a distorted geometry, computed with the ωB97M-V functional and the def2-TZVPD basis.

CARTESIAN COORDINATES (ANGSTROEM)
H -4.19877 -1.71696 -4.30946
H -2.83590 1.20836 0.35825
H 2.94066 1.88817 5.20897
H -0.03833 -2.12660 0.17744
H 2.81363 1.14714 3.03060
N 1.47542 -0.69318 -1.41071
H -2.21419 -1.06076 -1.76441
H 1.03373 -4.83421 2.24990
V -2.40306 2.45549 -2.09087
C 3.37555 -1.80829 -0.42682
C 1.02195 -2.14974 0.48813
H 4.01075 -1.64212 -1.30441
O -3.10676 0.06025 -4.69369
H -0.29965 1.11485 0.91824
H -2.05692 3.33620 -4.58168
H 3.57292 -0.94644 0.21818
O -3.05146 -0.38677 1.17833
H 3.75062 -2.70916 0.04481
C 2.47989 2.16352 2.70585
O -2.71036 -1.80169 -1.36724
H -3.69399 2.51598 0.47650
C -4.08784 -0.94234 -5.06947
H 1.64226 -2.79033 -1.34498
H 2.88143 0.61001 0.67478
H -3.07017 -1.04423 1.88589
H -3.18444 -0.90636 0.35921
H 2.81745 2.03942 -0.16986
H -2.68560 -2.52440 -2.00794
C 2.53484 2.88219 4.96825
C 1.54909 1.98440 1.47986
O 1.79438 2.84383 3.74663
H 1.89405 3.19777 5.77808
C 0.67685 -3.83768 2.04200
H -0.25335 1.64450 2.61066
H -0.37908 -3.89133 1.74074
H -1.17755 0.31048 -1.17206
O -2.96467 2.11602 -0.02543
N 2.27301 1.34671 0.32902
C 1.92342 -1.86808 -0.81435
Ag -0.85908 0.57093 -4.30147
H 3.39945 2.70796 2.42325
H 1.24076 2.99328 1.17662
H 0.60520 0.18756 2.12129
H 0.44585 -0.66631 -1.46679
H -5.08228 -0.47365 -5.11007
O -1.80707 2.65555 -3.96195
H 1.64287 0.15514 -0.79160
H 3.40312 3.54181 4.83988
H -3.89056 -1.28061 -6.07622
O 1.45878 -3.32270 0.98899
H -3.50690 0.47006 -3.91958
C 0.32713 1.20337 1.80163
O -1.36930 0.65561 -2.04211
H 0.73347 -3.15294 2.89428
H 1.20878 -1.42968 1.30691

Computed properties:
HOMO-LUMO gap (alpha / beta), eV: 8.23 / 4.70
DFT total energy, Ha: -2165.0365
Net charge: +2
HOMO (alpha / beta), eV: -14.4432 / -14.4425
Multiplicity: 5
ΔE to the lowest compared entry with this formula, charge and spin, kJ/mol: 0.0

Löwdin atomic charge list, values in e, 4 entries:
1 H 0.080
2 H 0.035
3 H 0.090
4 H 0.134


A structure of composition C9H34NO10Zr at a distorted geometry, computed with the ωB97M-V functional and the def2-TZVPD basis.

CARTESIAN COORDINATES (ANGSTROEM)
H 0.66738 -1.29363 -1.99525
C 1.34326 -1.91971 1.76022
H -0.37902 -4.84285 -0.96757
H -1.34127 -1.50695 0.07485
H 1.25651 -3.38661 -1.87291
O 2.37825 4.44926 -0.27115
N 2.88444 -4.75492 -1.69942
H -2.75221 -0.23908 2.06690
O -3.93488 2.20027 -0.41710
H -2.64618 -2.59026 0.09132
O 0.52771 -0.42354 -1.62153
H 0.61033 -0.55213 -0.67661
C 2.70722 2.58453 -1.63328
O -0.72282 5.08658 -0.80429
H 2.21187 -1.26183 1.73180
H 3.09365 -5.52957 -1.08604
H 1.64459 2.74617 -1.81434
H 0.19113 4.90109 -0.58860
O -3.16392 -0.60271 -0.50804
H -4.77422 3.69578 2.22918
H 3.68404 3.92841 -2.83591
H 2.78766 4.91985 0.45860
H 0.44714 -1.38169 2.06942
H 0.47994 2.60874 1.77045
H 0.61445 -5.76035 -1.99494
C 0.64544 -5.20393 -1.05817
H -4.72264 -0.96788 1.52094
C -0.23808 2.15359 1.08825
H -4.74984 2.04714 -0.89524
O 3.59057 2.98338 -2.69520
C 1.68913 -4.09350 -1.16492
O -3.87524 3.61681 1.91008
H 3.67290 -4.13619 -1.57448
C -2.39560 -1.56053 0.34618
C 3.14701 3.29428 -0.33517
H 0.35454 1.90561 0.20769
H 2.24994 -4.14192 0.89905
H 1.55461 -2.65507 2.53654
H -3.66682 1.33224 -0.11558
O -1.37423 2.85442 0.75005
O -4.25965 -1.52942 2.14696
H -0.50792 1.23294 1.60563
C 1.90558 -3.44397 0.13591
H -3.45720 3.00764 2.51868
H 2.72710 1.53655 -1.33422
H -0.68872 5.89100 -1.32196
H -3.22549 -1.06553 -1.34685
H -2.30279 -1.84302 2.58750
C -2.88820 -1.29798 1.84701
H 4.20200 3.54682 -0.22878
H 2.85289 2.76544 0.57143
H 2.84578 -2.91247 -0.01110
H 1.05757 -6.03285 -0.48272
O 0.94708 -2.60714 0.54862
Zr -2.90476 4.24872 -0.12171

Computed properties:
HOMO-LUMO gap, eV: 1.52
DFT total energy, Ha: -1216.1847
Net charge: +3
HOMO, eV: -16.0963
ΔE to the lowest compared entry with this formula, charge and spin, kJ/mol: 207.3

Löwdin atomic charge list, values in e, 4 entries:
1 H 0.029
2 C -0.041
3 H 0.086
4 H 0.080